# C17H51BrF2I2N2O25S3

A 14-piece molecular cluster, C17H51BrF2I2N2O25S3 overall at a distorted geometry (ωB97M-V/def2-TZVPD, the Open Molecules 2025 dataset).

Atoms and positions in Å:
I: -3.924288 0.744157 -1.866026
I: -4.047953 3.685942 -1.995940
Br: -1.248264 2.410331 -4.075970
S: -0.530617 1.278784 2.135252
S: 1.048408 -3.599766 -0.344080
S: -0.991295 -0.921843 -1.756047
F: 0.323515 0.814147 3.510523
F: 2.322315 -4.300000 0.480611
O: 2.563171 1.317511 -6.033931
O: -3.859275 -1.229199 2.007412
O: 0.457720 1.288581 -8.180923
O: -1.958440 -2.001731 -1.429608
O: 1.206990 -4.125274 -1.767521
O: -0.029153 2.611754 1.741067
O: 1.326305 2.084743 -3.411752
O: 0.968663 -2.003388 1.671459
O: 3.062212 -0.133519 3.433456
O: -6.901384 4.494966 -0.184884
O: 4.493399 2.971095 3.298008
O: 0.856164 -5.019494 6.145467
O: -2.568787 3.565553 -7.005202
O: -1.921487 1.496128 2.708400
O: 0.540794 -1.485411 -1.729491
O: -0.105772 -1.791004 6.170052
O: -8.302063 7.348535 -0.358651
O: -6.321903 8.701891 1.720841
O: -3.046741 -0.811009 0.988517
O: 0.445437 -2.074296 8.814473
O: 4.030890 -5.483707 -5.433588
O: 5.345669 -3.668667 -3.485096
O: -1.253394 -0.682723 -3.234422
O: -1.733063 -4.933684 -3.204844
O: -0.315017 -4.059716 0.039161
N: 2.950587 -1.600830 -3.601779
N: 2.046319 -0.062642 1.347163
C: 4.090216 -1.797265 2.084097
C: -0.515304 -0.051822 0.780600
C: 0.200926 1.931374 -2.844044
C: 1.252707 -1.710459 -0.548230
C: 2.652310 1.121915 0.794752
C: -2.222826 1.521568 -0.647907
C: 2.790078 -1.630817 -1.075515
C: 3.038224 -0.621878 2.257679
C: 2.906177 -0.873784 -2.511168
C: 0.236513 1.482331 -1.341106
C: 0.944949 -0.851168 0.828930
C: -0.919286 0.590438 -0.686778
C: -2.425337 4.000489 0.475760
C: 1.328232 -3.655841 3.455829
C: 0.592163 -2.272920 2.963148
C: -2.204502 3.100219 -0.874258
C: -1.700807 -0.985741 1.376511
H: 4.880424 -4.316398 -4.034054
H: -7.496001 4.189938 -0.882363
H: -1.709169 -0.991506 2.534851
H: 1.085767 1.512780 -7.478389
H: 3.504821 1.487945 1.485285
H: 0.246505 -4.702294 6.824088
H: 1.288488 -3.729820 4.599197
H: -7.419056 4.393646 0.624716
H: 3.737004 -5.322227 -6.338096
H: -2.740796 1.485494 0.387265
H: 3.209160 0.957973 -0.214361
H: -2.907275 3.412685 1.321768
H: -0.499797 -2.520774 3.255445
H: 2.066191 1.344763 -5.205585
H: 0.178851 0.390856 -7.965495
H: -2.087416 -4.166384 -2.737794
H: -0.617973 -1.743065 6.988117
H: 1.386785 -5.685300 6.600235
H: 4.212688 2.069833 3.508099
H: 4.749089 -2.909697 -3.464437
H: -1.412568 4.468475 0.773185
H: 2.047555 2.062037 0.587670
H: -0.965197 -5.191677 -2.678618
H: 0.440526 2.435503 -0.720253
H: 2.760091 2.244693 -6.218020
H: 0.832526 -1.814110 9.659260
H: 2.378006 -3.762324 3.038736
H: 0.094260 -0.868746 5.965863
H: -7.889638 6.475402 -0.422417
H: 3.541544 -1.137669 -0.409022
H: 5.105024 -1.291235 1.854368
H: -3.107580 4.901697 0.279503
H: -8.602638 7.531771 -1.256694
H: 4.252455 -2.325663 3.093339
H: 3.000018 0.268701 -2.561288
H: -4.672957 -1.575232 1.565930
H: 1.208687 -2.211968 8.238293
H: 3.898386 -2.516470 1.227375
H: -6.838925 8.601963 2.528504
H: 0.710509 -4.513812 2.997319
H: 3.025109 -0.943461 -4.404020
H: 3.239174 -2.670591 -1.309160
H: -6.917895 8.398758 1.022362
H: 1.199139 0.878929 -1.285348
H: 4.463133 -6.345427 -5.478014
H: 0.933251 -1.536935 3.787364
H: -2.143933 2.700263 -7.067213
H: -2.872400 3.741371 -7.903617
H: -1.467492 -2.094665 1.123488
H: -1.387655 3.613556 -1.445317
H: 5.107150 3.195580 4.007492

Atomic forces in eV per Å
I 1.0 -3.2 0.8
I 0.9 3.0 0.0
Br 0.5 -0.3 1.3
S -3.6 5.8 3.5
S -3.5 -5.2 -5.4
S -5.1 -4.0 -6.4
F -1.0 0.1 -2.7
F -1.9 1.7 -0.6
O -0.1 0.1 -0.1
O -1.5 -0.9 2.0
O -0.2 0.0 0.1
O 2.8 2.4 1.7
O 1.2 2.1 4.2
O 0.7 -3.4 -0.2
O -3.9 -0.9 2.9
O -0.2 0.0 -1.8
O 0.0 -1.1 -4.5
O -0.5 0.2 0.0
O 0.1 -0.3 0.1
O 0.0 -0.2 0.6
O 0.0 -0.2 -0.1
O 3.9 -2.3 -1.9
O -1.1 1.2 1.0
O -0.1 0.2 -0.2
O 0.0 -0.2 -0.1
O -0.2 -0.1 0.1
O 1.4 2.0 -2.7
O 0.4 0.0 0.3
O 0.1 -0.3 -0.2
O 0.0 0.1 0.1
O 2.5 1.2 4.4
O 0.0 0.0 0.2
O 3.3 1.7 1.6
N 0.0 2.4 2.3
N 0.2 0.3 -0.2
C 0.7 0.5 -0.8
C -0.8 -0.4 0.4
C 4.0 0.6 -3.0
C 2.8 0.5 -0.5
C 2.2 2.6 -1.9
C -2.3 -0.1 1.2
C 1.2 0.1 -1.8
C 0.2 -0.6 5.7
C 0.0 -1.4 -1.0
C 0.9 -0.3 0.6
C 0.1 -1.5 0.7
C 0.7 2.0 0.5
C 0.6 0.5 -0.1
C -0.9 0.0 -1.0
C 0.1 -1.6 6.0
C -0.9 1.8 0.7
C 0.6 -3.6 1.7
H 0.0 0.1 -0.1
H 0.2 -0.1 0.1
H 0.4 0.5 -1.9
H 0.0 -0.3 -0.1
H -1.6 -0.6 -1.0
H 0.0 0.1 -0.1
H 0.1 0.2 -2.0
H 0.1 -0.1 0.0
H 0.0 0.1 0.2
H 1.2 -0.6 -1.6
H -0.9 -0.1 1.4
H 0.9 0.6 -1.1
H 1.4 0.8 -1.4
H -0.1 0.2 0.0
H 0.1 0.1 0.0
H 0.1 0.0 -0.1
H 0.1 0.0 0.0
H -0.1 0.0 -0.1
H -0.1 0.1 0.1
H -0.1 -0.2 -0.1
H -1.6 -1.1 -0.1
H 0.2 -1.5 0.8
H 0.0 0.1 -0.1
H -0.7 -1.5 -0.9
H 0.1 -0.1 0.1
H -0.2 0.0 0.0
H -1.2 0.3 0.7
H 0.0 -0.1 0.0
H 0.2 0.0 0.1
H -1.2 -0.4 -0.2
H -1.6 -0.6 0.3
H 1.0 -1.5 0.1
H 0.0 0.1 0.2
H -0.6 0.9 -1.7
H -0.3 -1.5 0.4
H 1.1 0.3 0.0
H -0.2 0.0 -0.1
H 0.1 0.8 1.3
H 0.1 0.0 -0.1
H 1.0 1.1 0.8
H 0.1 -0.5 0.4
H -1.1 1.5 0.4
H 0.0 0.0 -0.1
H -1.1 0.9 -0.3
H -0.1 0.1 0.1
H -0.5 -0.5 -1.9
H 0.1 0.1 -0.1
H 0.1 0.0 0.1
H 0.2 1.8 0.1
H -0.8 -1.0 0.3
H -0.1 0.0 -0.1

Properties
Total charge: 0
Energy, hartree: -7231.95773
HOMO-LUMO gap, eV: 6.17
Spin multiplicity: 1
E_HOMO, eV: -7.568
Energy above the lowest of the compared OMol25 structures with the same formula, charge and spin, kcal per mole: 198.3

# C17H28F2N4ORuS

C17H28F2N4ORuS as an isolated structure at a distorted geometry (ωB97M-V/def2-TZVPD, the Open Molecules 2025 dataset).

Atoms and positions in Å:
Ru: -0.562077 0.961528 0.782192
S: -1.087912 -0.233820 -0.985048
F: -1.238775 -0.229947 3.115529
F: -3.089908 0.399052 2.004334
O: 1.386814 0.363246 0.530509
N: -0.600678 3.060827 1.557189
N: -0.789711 3.158429 0.147983
N: 1.239031 -1.616049 -0.685050
N: -0.672548 -2.854644 -0.890884
C: 4.152507 0.431092 -0.154346
C: -3.261499 3.491224 0.007263
C: -1.930502 -0.223096 1.932052
C: 3.989180 -1.981550 -0.278186
C: -2.764234 -4.029248 0.028880
C: 5.503423 0.350546 -0.164899
C: 1.935899 -0.605479 -0.123515
C: 6.116810 -0.916392 -0.172515
C: 5.356019 -2.072657 -0.249774
C: 0.130165 -4.080975 -0.748912
C: 3.411980 -0.727720 -0.203395
C: 0.418254 -4.415573 0.735109
C: -2.088795 -3.152643 -1.059793
C: -1.694011 5.475556 0.210844
C: -1.825592 3.995088 -1.887596
C: -1.920377 4.125019 -0.397066
C: -0.073309 -1.674985 -0.732230
H: -2.483015 6.188978 -0.137771
H: -3.806275 -4.152288 -0.309407
H: -4.038799 4.135968 -0.418919
H: 1.118371 -3.645689 1.109572
H: -2.336797 -5.017720 0.002326
H: -2.784539 -3.594753 1.049717
H: 3.327637 -2.869219 -0.279459
H: 0.074081 3.482258 -0.216768
H: -2.160008 -3.695369 -2.013030
H: -0.691035 5.864603 0.073637
H: 3.634084 1.391456 -0.115432
H: 0.917149 -5.350112 0.805005
H: -2.558455 4.616285 -2.396628
H: -2.644167 -2.269717 -1.172731
H: -0.817943 4.185448 -2.287897
H: 7.199576 -1.011159 -0.100572
H: -0.476496 -4.439651 1.347037
H: -0.476382 -4.879854 -1.106266
H: -1.456822 3.162715 2.091764
H: -3.322733 2.474379 -0.404118
H: 0.138809 3.648059 1.980579
H: 5.830955 -3.055795 -0.189898
H: -3.445729 3.392510 1.097996
H: -1.729508 5.377718 1.300501
H: -2.136407 -1.245340 1.604718
H: -2.057548 2.982733 -2.166391
H: 6.097624 1.224916 -0.169605
H: 1.044222 -3.898171 -1.296656

Atomic forces in eV per Å
Ru 0.0 0.0 0.4
S -0.7 0.3 -0.5
F -0.7 0.3 -0.6
F -0.3 0.8 0.5
O 0.2 0.1 -0.2
N 0.3 -0.5 0.8
N -1.2 0.3 0.1
N 0.3 1.0 1.0
N 0.4 0.4 1.0
C -0.7 1.0 0.1
C 0.2 0.0 0.5
C 1.0 -0.5 -0.1
C -1.0 -0.8 0.1
C -0.3 0.7 -0.5
C 1.1 -1.2 -0.1
C 0.0 -1.3 -0.4
C 0.2 0.4 0.0
C 0.7 -0.6 0.4
C 0.3 0.3 1.4
C -2.0 0.3 0.1
C 0.5 1.8 -0.5
C -0.3 -1.1 0.0
C -0.4 0.5 0.5
C 0.9 0.1 -0.6
C -0.1 -1.7 0.8
C -0.3 -1.5 -0.8
H 0.9 -0.5 0.4
H 0.3 0.1 0.2
H -0.1 -0.4 0.2
H -0.4 -0.4 0.2
H 0.2 -0.3 0.4
H 0.2 -0.3 -0.6
H 0.7 0.6 -0.1
H 1.1 0.4 -0.6
H 0.0 0.1 0.2
H 0.1 0.3 -0.7
H 0.3 -0.3 0.0
H 0.4 -0.9 0.0
H 0.1 0.3 0.1
H -0.6 1.4 -0.2
H -0.3 0.3 0.1
H -0.2 0.2 -0.1
H -0.1 0.0 0.0
H -0.1 -0.5 -0.9
H -0.3 0.3 -0.2
H -0.2 0.3 -0.1
H -0.4 -0.4 -0.5
H -0.1 0.4 -0.2
H 0.2 0.4 -0.5
H -0.6 0.2 0.0
H 0.5 0.0 0.0
H -0.1 -0.6 -0.2
H 0.6 0.7 0.1
H 0.2 -0.5 -0.2

Properties
Total charge: +2
Energy, hartree: -1650.95782
Expectation value of S²: 6.02
HOMO-LUMO gap (spin up / spin down), eV: 6.77 / 5.28
Spin multiplicity: 5
E_HOMO (spin up / spin down), eV: -14.573 / -14.538
Energy above the lowest of the compared OMol25 structures with the same formula, charge and spin, kcal per mole: 0.0